No. 1
This record from the Open Molecules 2025 dataset describes C27H23F9NO4P2Pt as an isolated structure. The level of theory is ωB97M-V/def2-TZVPD.

Cartesian coordinates (Å):
Pt1 -0.61 1.01 0.84
P1 -0.52 0.22 -1.23
P2 2.83 0.16 1.76
F1 -2.25 0.37 5.89
F2 -1.25 1.65 4.46
F3 -3.03 -2.13 5.05
F4 -3.82 -1.36 3.20
F5 -2.26 -2.84 3.16
F6 -3.29 1.05 4.12
F7 0.25 -2.12 3.65
F8 -0.45 -1.66 5.63
F9 0.63 -0.17 4.51
O1 -1.57 4.10 0.63
O2 -1.44 -0.28 2.46
O3 -2.35 5.44 -1.12
O4 1.54 -0.55 1.60
N1 -1.50 3.20 -1.14
C1 2.91 1.81 1.02
C2 2.05 0.23 -2.31
C3 -2.69 -1.74 3.81
C4 -1.89 4.43 -0.64
C5 2.50 -2.48 -1.98
C6 -2.01 -1.88 -0.28
C7 1.27 -1.94 -1.64
C8 4.23 -0.75 1.04
C9 -1.33 2.68 -2.40
C10 -3.19 -2.60 -2.69
C11 -3.45 -3.34 -1.54
C12 -0.89 1.77 -5.01
C13 -1.63 3.49 -3.50
C14 -0.60 0.96 -3.93
C15 -1.42 3.04 -4.79
C16 -1.60 -0.61 3.73
C17 3.51 -1.67 -2.48
C18 -2.10 0.62 4.57
C19 -0.83 1.37 -2.60
C20 1.03 -0.58 -1.80
C21 3.33 0.45 3.48
C22 -1.12 2.79 0.17
C23 3.28 -0.31 -2.65
C24 -1.72 -1.15 -1.43
C25 -0.28 -1.15 4.39
C26 -2.33 -1.51 -2.63
C27 -2.86 -2.98 -0.34
H1 -0.18 -0.02 -4.09
H2 -1.65 3.69 -5.62
H3 3.99 -0.95 0.00
H4 3.85 2.30 1.29
H5 -2.02 4.48 -3.31
H6 2.68 -3.54 -1.84
H7 4.33 -1.70 1.57
H8 -3.07 -3.54 0.57
H9 2.66 1.18 3.93
H10 -1.58 -1.57 0.67
H11 -0.70 1.42 -6.01
H12 2.06 2.39 1.38
H13 5.16 -0.19 1.11
H14 2.84 1.73 -0.06
H15 4.06 0.32 -3.05
H16 0.50 -2.58 -1.24
H17 -4.12 -4.19 -1.58
H18 4.47 -2.10 -2.75
H19 -3.66 -2.86 -3.62
H20 3.24 -0.49 4.03
H21 4.36 0.81 3.54
H22 -2.15 -0.93 -3.53
H23 1.86 1.28 -2.45

Output
**Expectation value of S²**: 2.02
**Multiplicity**: 3
**Total charge**: -1
**LUMO (spin up / spin down)**: 2.49 / 2.48 eV


No. 2
This record from the Open Molecules 2025 dataset describes C27H23N2O2 as an isolated structure. The level of theory is ωB97M-V/def2-TZVPD.

Cartesian coordinates (Å):
O1 -7.52 1.20 1.23
O2 2.01 3.88 -0.96
N1 -3.56 -0.75 3.90
N2 -2.48 -0.51 3.65
C1 0.35 0.83 -0.05
C2 -9.69 1.67 -2.29
C3 -3.35 0.71 1.07
C4 -3.89 1.97 1.30
C5 1.78 -1.25 3.04
C6 2.72 -0.21 3.11
C7 0.91 1.41 3.02
C8 -6.13 1.07 1.07
C9 -4.20 -0.40 0.97
C10 0.98 2.99 -0.85
C11 -8.90 2.72 -1.82
C12 -1.84 0.48 1.15
C13 2.27 1.11 3.08
C14 -9.82 0.50 -1.55
C15 -8.31 1.40 0.09
C16 0.42 -0.96 2.90
C17 1.69 5.27 -1.18
C18 1.34 1.66 -0.54
C19 -9.16 0.36 -0.32
C20 -0.96 1.29 0.19
C21 -1.41 0.72 2.56
C22 -8.20 2.60 -0.62
C23 -0.39 3.37 -0.90
C24 -5.28 2.17 1.23
C25 -0.01 0.37 2.90
C26 -1.34 2.49 -0.38
C27 -5.59 -0.22 0.91
H1 1.10 5.39 -2.10
H2 -6.27 -1.06 0.82
H3 -3.77 -1.40 0.88
H4 -3.21 2.81 1.51
H5 -10.45 -0.32 -1.90
H6 -10.23 1.78 -3.23
H7 2.97 1.94 3.12
H8 -0.69 4.34 -1.29
H9 0.61 -0.19 0.24
H10 -2.39 2.76 -0.39
H11 3.79 -0.42 3.17
H12 1.13 5.70 -0.33
H13 -8.83 3.65 -2.37
H14 -9.26 -0.53 0.30
H15 -1.65 -0.56 0.89
H16 -0.32 -1.77 2.73
H17 2.11 -2.29 3.13
H18 -7.57 3.39 -0.22
H19 0.53 2.42 2.91
H20 -1.77 1.66 3.04
H21 -5.72 3.18 1.36
H22 2.39 1.38 -0.57
H23 2.65 5.77 -1.28

Output
**Energy relative to the best compared isomer or geometry (same formula, charge and spin)**: 49.68 kcal/mol
**Multiplicity**: 1
**Total charge**: +1
**LUMO**: -5.55 eV


No. 3
This record from the Open Molecules 2025 dataset describes C27H23N4O4Pt as an isolated structure. The level of theory is ωB97M-V/def2-TZVPD.

Cartesian coordinates (Å):
Pt1 0.01 1.48 -0.30
O1 1.97 1.59 -0.86
O2 -1.95 1.75 0.13
O3 2.01 -0.80 0.90
O4 -1.89 -0.81 -1.43
N1 -0.61 -2.56 -0.60
N2 0.00 -0.47 -0.15
N3 -1.30 3.94 -0.32
N4 -0.15 3.44 -0.34
C1 -5.93 2.56 -0.83
C2 0.61 5.81 -0.12
C3 2.61 -5.47 -1.60
C4 3.37 -3.37 -2.47
C5 1.01 -1.23 0.36
C6 -5.39 4.92 -0.67
C7 2.50 -2.70 -1.62
C8 -0.95 -1.26 -0.81
C9 -4.06 4.62 -0.48
C10 3.43 -4.75 -2.46
C11 1.61 -3.61 2.26
C12 1.68 -3.41 -0.75
C13 -6.32 3.90 -0.84
C14 0.94 4.37 -0.24
C15 0.65 -2.71 0.12
C16 -0.77 -3.67 2.00
C17 2.68 2.49 -0.38
C18 0.23 -4.49 4.02
C19 -2.30 2.90 -0.21
C20 4.09 2.20 -0.05
C21 -0.90 -4.24 3.26
C22 -4.60 2.24 -0.62
C23 1.75 -4.80 -0.75
C24 1.49 -4.17 3.52
C25 0.48 -3.36 1.49
C26 2.20 3.89 -0.22
C27 -3.67 3.27 -0.44
H1 2.37 -4.37 4.11
H2 4.12 -5.27 -3.11
H3 1.11 -5.37 -0.07
H4 -6.66 1.78 -0.98
H5 -0.02 5.98 0.76
H6 2.59 -3.36 1.88
H7 4.74 2.57 -0.84
H8 -1.88 -4.49 3.64
H9 2.98 4.61 -0.06
H10 4.37 2.72 0.87
H11 -1.00 -3.29 -1.17
H12 1.52 6.40 -0.04
H13 0.13 -4.93 5.01
H14 -3.33 5.40 -0.34
H15 0.04 6.14 -0.99
H16 2.65 -6.55 -1.59
H17 2.46 -1.62 -1.64
H18 -5.72 5.95 -0.69
H19 -4.26 1.21 -0.62
H20 -7.36 4.14 -1.00
H21 -1.66 -3.48 1.40
H22 4.01 -2.80 -3.13
H23 4.23 1.13 0.06

Output
**Energy relative to the best compared isomer or geometry (same formula, charge and spin)**: 4.08 kcal/mol
**Multiplicity**: 1
**Total charge**: +1
**LUMO (spin up / spin down)**: -6.11 / -6.11 eV


No. 4
This record from the Open Molecules 2025 dataset describes C27H23N6O10SV as an isolated structure. The level of theory is ωB97M-V/def2-TZVPD.

Cartesian coordinates (Å):
V1 1.93 -0.60 -1.37
S1 -2.24 -1.30 0.94
O1 1.20 -1.18 0.29
O2 -1.45 -0.69 -0.11
O3 -3.43 -1.98 0.53
O4 3.76 -1.48 -4.85
O5 0.76 1.78 0.77
O6 1.21 0.89 -1.25
O7 5.58 -0.58 -3.12
O8 -3.24 3.68 1.34
O9 2.13 -2.63 -0.97
O10 -1.04 3.92 1.46
N1 -1.02 1.82 -2.29
N2 3.62 -0.12 -0.28
N3 -1.19 -2.30 1.73
N4 -2.18 2.38 -2.60
N5 0.86 -1.19 -2.97
N6 3.29 -0.73 -2.68
C1 -3.52 2.89 5.07
C2 -0.48 -1.34 -2.91
C3 3.59 0.26 1.01
C4 -2.74 3.06 -1.57
C5 0.91 -2.07 -5.18
C6 1.52 -1.53 -4.07
C7 0.35 1.67 -0.32
C8 4.67 -0.51 -2.37
C9 -3.19 1.81 4.08
C10 -4.20 1.05 3.50
C11 -2.00 3.55 0.85
C12 -1.16 -1.88 -3.98
C13 -1.86 1.57 3.70
C14 -0.83 2.15 -1.02
C15 -2.60 -0.12 2.18
C16 4.75 0.60 1.67
C17 5.99 0.18 -0.34
C18 2.98 -1.27 -3.98
C19 1.44 -2.43 0.07
C20 -0.68 -3.44 0.97
C21 4.79 -0.14 -0.93
C22 -0.47 -2.26 -5.12
C23 0.87 -3.49 0.92
C24 5.96 0.56 1.00
C25 -1.89 2.93 -0.50
C26 -1.57 0.61 2.75
C27 -3.93 0.08 2.55
H1 -1.08 -3.43 -0.04
H2 -4.27 2.55 5.78
H3 -3.67 3.60 -1.69
H4 -5.23 1.22 3.81
H5 1.20 -4.45 0.53
H6 -3.89 3.19 0.82
H7 -2.64 3.21 5.62
H8 1.51 -2.33 -6.04
H9 -2.53 2.31 -3.54
H10 2.62 0.29 1.49
H11 6.88 0.83 1.51
H12 -1.01 -4.37 1.42
H13 1.27 -3.37 1.93
H14 -2.23 -2.01 -3.90
H15 -0.98 -1.04 -1.99
H16 -4.71 -0.51 2.11
H17 4.69 0.90 2.71
H18 -0.54 0.43 2.45
H19 -1.07 2.15 4.14
H20 -1.55 -2.56 2.65
H21 6.89 0.14 -0.93
H22 -3.93 3.76 4.55
H23 -1.00 -2.69 -5.96

Output
**Energy relative to the best compared isomer or geometry (same formula, charge and spin)**: 16.42 kcal/mol
**Multiplicity**: 1
**Total charge**: +2
**LUMO**: -9.04 eV


No. 5
This record from the Open Molecules 2025 dataset describes a 2-piece molecular cluster, C27H23O6S overall. The level of theory is ωB97M-V/def2-TZVPD.

Cartesian coordinates (Å):
S1 2.38 0.24 2.49
O1 2.65 0.59 -1.43
O2 2.94 1.50 3.02
O3 0.02 -1.21 1.45
O4 -5.89 0.36 -0.42
O5 -1.38 2.19 -3.50
O6 -1.01 -1.33 3.48
C1 0.98 3.16 -5.16
C2 3.40 2.27 -3.96
C3 5.22 -2.10 4.24
C4 0.36 1.11 -2.11
C5 1.86 1.11 -2.20
C6 1.06 -0.29 3.38
C7 -3.14 -2.41 3.73
C8 3.42 3.07 -5.11
C9 -6.75 0.15 -1.56
C10 2.16 1.92 -3.42
C11 -0.31 0.62 -1.03
C12 3.83 -2.04 1.82
C13 5.41 -3.12 3.30
C14 -0.22 1.91 -3.24
C15 0.01 -0.97 2.66
C16 -2.57 0.13 -2.00
C17 0.97 2.36 -4.02
C18 -2.20 -1.74 2.76
C19 -3.94 0.09 -1.88
C20 2.22 3.51 -5.71
C21 4.72 -3.09 2.09
C22 4.34 -1.05 3.97
C23 -1.74 0.50 -0.91
C24 -4.54 0.37 -0.62
C25 -2.36 0.75 0.34
C26 -3.72 0.68 0.49
C27 3.64 -1.04 2.77
H1 -1.71 1.01 1.17
H2 -4.09 -2.60 3.23
H3 -6.58 0.92 -2.33
H4 -4.57 -0.15 -2.74
H5 -7.75 0.24 -1.16
H6 0.28 0.31 -0.17
H7 4.31 1.92 -3.48
H8 0.98 -0.13 4.45
H9 -2.73 -3.37 4.06
H10 4.86 -3.88 1.35
H11 -4.19 0.86 1.46
H12 -2.66 -0.84 2.33
H13 -6.59 -0.85 -2.00
H14 3.29 -1.98 0.87
H15 6.10 -3.94 3.51
H16 -1.91 -2.42 1.95
H17 0.03 3.48 -5.59
H18 4.37 3.36 -5.55
H19 4.19 -0.24 4.68
H20 5.76 -2.12 5.19
H21 2.25 4.14 -6.60
H22 -2.12 -0.14 -2.95
H23 -3.33 -1.79 4.61

Output
**Energy relative to the best compared isomer or geometry (same formula, charge and spin)**: 0.00 kcal/mol
**Multiplicity**: 1
**Total charge**: -1
**LUMO**: 1.63 eV


No. 6
This record from the Open Molecules 2025 dataset describes C27H24As3CoNS5 as an isolated structure. The level of theory is ωB97M-V/def2-TZVPD.

Cartesian coordinates (Å):
As1 0.98 1.67 0.48
As2 -4.60 0.85 1.74
As3 -0.97 -0.94 -1.22
Co1 -2.77 0.97 -0.80
S1 -6.41 1.89 1.90
S2 -1.28 2.01 -5.14
S3 -3.13 2.37 0.97
S4 -4.44 -0.49 -0.14
S5 -3.97 -0.31 3.46
N1 -2.38 1.76 -2.57
C1 5.04 3.89 -0.55
C2 2.08 2.38 3.21
C3 2.69 2.54 0.08
C4 -1.27 -4.29 2.10
C5 1.02 1.97 2.41
C6 -0.61 -3.67 -0.09
C7 -1.59 -2.03 1.38
C8 1.98 2.46 4.62
C9 -0.64 -2.81 -5.01
C10 -2.93 -2.86 -4.48
C11 -1.30 -1.96 -2.82
C12 -2.58 -2.23 -3.23
C13 -1.97 -3.16 -5.38
C14 3.82 4.36 -1.04
C15 5.06 2.71 0.20
C16 1.50 -0.24 0.28
C17 -1.92 1.83 -3.62
C18 0.74 2.29 5.17
C19 -0.36 1.90 4.38
C20 -0.25 -2.31 -3.76
C21 -0.78 -4.63 0.85
C22 3.91 2.09 0.58
C23 1.05 -0.81 -1.09
C24 2.68 3.68 -0.75
C25 -1.73 -2.97 2.36
C26 -1.08 -2.40 0.14
C27 -0.23 1.77 3.01
H1 -2.04 -1.08 1.60
H2 -2.21 -2.75 3.29
H3 -1.13 1.53 2.40
H4 -3.41 -1.88 -2.57
H5 -2.19 -3.48 -6.40
H6 1.47 -0.24 -1.88
H7 0.79 -2.14 -3.49
H8 6.03 4.35 -0.74
H9 -3.95 -2.97 -4.72
H10 3.97 1.23 1.26
H11 3.05 2.46 2.77
H12 1.76 3.93 -1.18
H13 1.36 -1.86 -1.30
H14 5.97 2.42 0.58
H15 -0.58 -5.67 0.52
H16 -1.30 1.64 4.84
H17 0.61 2.21 6.26
H18 -0.43 -3.93 -1.13
H19 2.59 -0.40 0.46
H20 -1.40 -5.08 2.84
H21 3.72 5.23 -1.64
H22 0.18 -2.85 -5.73
H23 2.85 2.74 5.26
H24 0.94 -0.72 1.03

Output
**Energy relative to the best compared isomer or geometry (same formula, charge and spin)**: 0.00 kcal/mol
**Expectation value of S²**: 3.76
**Multiplicity**: 4
**Total charge**: -2
**LUMO (spin up / spin down)**: 3.93 / 3.93 eV


No. 7
This record from the Open Molecules 2025 dataset describes C27H24BrF4NO8P3SSeZn as an isolated structure. The level of theory is ωB97M-V/def2-TZVPD.

Cartesian coordinates (Å):
Br1 -0.15 0.38 -3.53
Se1 3.36 0.94 1.16
Zn1 1.30 -0.32 1.09
S1 0.38 2.28 2.61
P1 -0.38 -2.26 -0.11
P2 -0.70 -1.76 2.68
P3 -1.78 1.21 -0.85
F1 -6.09 0.83 -3.92
F2 -1.94 -0.15 -5.83
F3 -4.62 0.02 -6.04
F4 -4.96 1.45 -1.64
O1 -1.46 -2.19 -1.31
O2 -0.09 -3.68 0.22
O3 0.75 -1.31 -0.48
O4 -0.10 1.35 1.50
O5 -1.22 -1.58 1.11
O6 0.79 -1.41 2.62
O7 -1.57 -1.00 3.59
O8 -0.85 -3.33 2.89
N1 4.07 1.92 5.72
C1 -4.59 0.58 2.00
C2 -3.09 1.58 0.38
C3 -1.12 2.88 -1.29
C4 -0.53 1.77 4.10
C5 -4.76 0.72 -3.81
C6 -4.13 1.03 -2.61
C7 -2.64 0.24 -4.76
C8 0.82 4.33 -1.39
C9 3.26 0.92 5.34
C10 4.66 2.59 4.72
C11 -2.76 0.95 -2.44
C12 -4.02 0.32 -4.89
C13 0.24 3.10 -1.09
C14 -5.00 1.85 2.41
C15 -3.65 0.46 0.99
C16 -1.32 5.14 -2.14
C17 -1.12 3.04 4.69
C18 0.04 5.35 -1.90
C19 -3.50 2.84 0.81
C20 -2.03 0.54 -3.57
C21 -1.88 3.90 -1.84
C22 3.63 1.28 3.00
C23 -4.46 2.97 1.81
C24 -1.67 3.83 3.49
C25 4.47 2.32 3.38
C26 -0.57 3.83 2.44
C27 3.01 0.56 4.03
H1 -1.96 4.84 3.77
H2 2.79 0.38 6.15
H3 -1.77 -3.09 -1.47
H4 -1.90 2.80 5.42
H5 0.15 4.64 2.59
H6 -4.98 -0.30 2.48
H7 0.86 2.31 -0.68
H8 -3.07 3.73 0.37
H9 0.17 1.26 4.76
H10 -0.50 -3.78 2.09
H11 -1.26 1.04 3.75
H12 -3.32 -0.53 0.68
H13 -4.77 3.96 2.11
H14 -1.93 5.92 -2.56
H15 5.32 3.40 5.03
H16 -0.93 3.86 1.41
H17 -2.55 3.32 3.10
H18 -0.35 3.62 5.20
H19 1.88 4.48 -1.21
H20 4.98 2.91 2.62
H21 -2.94 3.74 -2.05
H22 -5.73 1.95 3.21
H23 0.48 6.32 -2.13
H24 2.34 -0.26 3.81

Output
**Multiplicity**: 1
**Total charge**: -1
**LUMO**: 2.15 eV


- Which of these has the highest multiplicity?
  C27H24As3CoNS5


- Number 7 is which compound?
  C27H24BrF4NO8P3SSeZn


- Number 2 is which compound?
  C27H23N2O2